[1]
ORCA calculation (ωB97M-V/def2-TZVPD) on a 2-piece molecular cluster, C2H3FO2S overall in a non-equilibrium geometry.

Last column: Löwdin charge in e.
Geometry (Å):
C 0.8620 0.2754 -0.8863  -0.187
C 0.7693 0.1084 0.5377  -0.106
O 1.3127 0.5798 -1.9301  0.190
O -2.0073 0.5742 0.6670  -0.632
F -1.2588 -1.7069 -0.5030  -0.500
S -1.8992 -0.0873 -0.6353  0.868
H 0.4473 -0.9579 0.7563  0.109
H 1.8309 0.3765 1.0612  0.157
H -0.0568 0.8379 0.9326  0.101

Properties
- Total charge: 0
- Energy relative to the best compared isomer or geometry (same formula, charge and spin): 272.7 kJ/mol
- HOMO energy (spin up / spin down): -7.5 / -7.8 eV
- Spin multiplicity: 1

***

[2]
ORCA calculation (ωB97M-V/def2-TZVPD) on C42H50N6O4ScSe3 as an isolated structure.

Last column: Löwdin charge in e.
Geometry (Å):
Sc 1.6133 0.3212 -1.1564  0.893
C 4.5689 2.1573 -1.5126  -0.023
O 3.5591 1.3882 -2.1785  -0.198
C 3.6436 1.3625 -3.5514  -0.281
C 4.4994 2.1587 -4.2957  -0.012
C 4.4718 2.0739 -5.6797  -0.057
C 3.5978 1.2084 -6.3175  -0.067
C 2.7455 0.4129 -5.5725  -0.005
C 2.7620 0.4846 -4.1826  -0.207
N 1.9109 -0.2789 -3.3315  0.001
N 1.2523 -1.1526 -3.9800  0.102
C 0.4231 -2.0480 -3.4016  -0.162
C 0.3547 -2.2949 -2.0110  -0.324
O 0.9821 -1.5816 -1.1357  -0.152
C -0.4413 -3.3867 -1.5474  0.008
C -1.1666 -4.1384 -2.4087  0.008
C -1.1644 -3.8905 -3.8142  -0.170
C -1.9476 -4.6675 -4.6894  -0.026
C -1.9362 -4.4248 -6.0378  -0.071
C -1.1349 -3.3933 -6.5448  -0.063
C -0.3638 -2.6218 -5.7098  -0.022
C -0.3575 -2.8535 -4.3230  -0.100
H 5.5539 1.8641 -1.8736  0.113
H 4.4035 3.2213 -1.6862  0.113
H 4.5023 1.9323 -0.4579  0.073
H 5.1755 2.8501 -3.8174  0.113
H 5.1395 2.6964 -6.2595  0.114
H 3.5809 1.1497 -7.3969  0.111
H 2.0678 -0.2728 -6.0563  0.101
H -0.4538 -3.5647 -0.4809  0.109
H -1.7808 -4.9502 -2.0363  0.125
H -2.5572 -5.4614 -4.2759  0.117
H -2.5368 -5.0223 -6.7096  0.108
H -1.1229 -3.2008 -7.6096  0.109
H 0.2474 -1.8315 -6.1191  0.095
C -2.3912 -0.4830 -1.7904  -0.329
Se -1.1776 1.0281 -1.9239  0.921
C -1.2146 1.2162 -3.8694  -0.493
C -0.5602 2.5231 -4.3070  -0.505
Se 0.9352 3.1386 -3.2002  0.980
C -0.0205 4.3695 -2.0371  -0.381
H -2.1120 -1.2653 -2.4911  0.021
H -3.4052 -0.1426 -1.9849  0.037
H -2.3096 -0.8515 -0.7696  0.010
H -2.2641 1.2036 -4.1642  0.079
H -0.7275 0.3526 -4.3193  0.048
H -1.2815 3.3383 -4.3353  0.070
H -0.1497 2.4135 -5.3101  0.064
H -0.5266 5.1186 -2.6412  0.030
H 0.7370 4.8533 -1.4237  0.022
H -0.7265 3.8437 -1.4006  -0.003
O 3.0366 0.2546 0.3358  -0.205
N 3.1322 1.1776 1.2333  0.026
N 2.3515 2.1412 1.0038  -0.213
O 1.5704 2.1298 -0.0487  -0.275
C 2.2587 3.2353 1.9243  -0.170
C 1.1295 4.0359 1.8749  -0.011
C 1.0257 5.0850 2.7752  -0.059
C 2.0335 5.3192 3.6982  -0.070
C 3.1560 4.5035 3.7286  -0.063
C 3.2814 3.4503 2.8380  -0.007
H 0.3520 3.8237 1.1564  0.105
H 0.1498 5.7189 2.7546  0.111
H 1.9462 6.1402 4.3970  0.110
H 3.9430 4.6898 4.4463  0.111
H 4.1494 2.8082 2.8517  0.115
C -3.0967 1.7037 6.1184  -0.105
C -3.4478 0.7410 4.9922  -0.264
C -3.2148 1.3633 3.6206  -0.195
C -3.4895 0.4177 2.4573  -0.153
N -2.7009 -0.8056 2.5320  -0.019
C -1.3967 -0.9138 2.1885  -0.616
Se -0.3828 0.4552 1.4657  0.789
N -1.0018 -2.1829 2.4328  -0.008
C 0.3663 -2.6808 2.3440  -0.144
C 0.9803 -2.8785 3.7274  -0.172
C 1.1791 -1.5771 4.5028  -0.245
C 2.3270 -0.7324 3.9665  -0.106
C -2.0737 -2.9084 2.9349  -0.142
C -2.1911 -4.2377 3.3175  -0.002
C -3.4293 -4.6512 3.7772  -0.072
C -4.5096 -3.7689 3.8551  -0.072
C -4.3936 -2.4445 3.4700  -0.001
C -3.1547 -2.0302 3.0020  -0.149
H -3.2675 1.2518 7.0951  0.073
H -3.6985 2.6122 6.0612  0.076
H -2.0468 1.9972 6.0639  0.075
H -4.4937 0.4302 5.0822  0.111
H -2.8495 -0.1696 5.0923  0.104
H -2.1882 1.7307 3.5437  0.087
H -3.8681 2.2318 3.4962  0.124
H -3.2562 0.8979 1.5065  0.100
H -4.5372 0.1160 2.4396  0.125
H 0.9249 -1.9587 1.7498  0.079
H 0.3448 -3.6229 1.7922  0.122
H 1.9408 -3.3845 3.5962  0.123
H 0.3502 -3.5611 4.3023  0.103
H 1.3551 -1.8190 5.5527  0.110
H 0.2511 -0.9949 4.4804  0.096
H 3.2716 -1.2774 4.0237  0.082
H 2.4373 0.1913 4.5358  0.076
H 2.1609 -0.4551 2.9258  0.014
H -1.3563 -4.9223 3.2621  0.115
H -3.5637 -5.6782 4.0877  0.109
H -5.4588 -4.1297 4.2263  0.109
H -5.2349 -1.7696 3.5390  0.112

Properties
- Total charge: +1
- Energy relative to the best compared isomer or geometry (same formula, charge and spin): 27.4 kJ/mol
- HOMO energy: -9.9 eV
- Spin multiplicity: 1

***

[3]
ORCA calculation (ωB97M-V/def2-TZVPD) on C25H54Cl18InO2 as an isolated structure.

Last column: Löwdin charge in e.
Geometry (Å):
C 0.4190 -2.7213 1.8539  -0.085
O 1.6860 -2.0835 1.7870  -0.240
C 1.6832 -1.0075 0.8547  -0.236
C 1.0262 0.2794 1.3973  -0.183
C 0.0470 0.9965 0.4570  -0.325
C -0.9985 1.8355 1.2374  -0.344
In -2.9951 0.8276 1.1014  0.397
C -2.9521 -0.8020 2.6649  -0.320
O -3.2057 -2.1967 2.3639  -0.314
C -3.3527 -2.5031 1.0010  -0.204
H 0.2651 -3.3724 0.9800  0.086
H 0.3925 -3.3256 2.7635  0.091
H -0.4045 -1.9965 1.8982  0.073
H 1.1731 -1.3328 -0.0656  0.049
H 2.7356 -0.8267 0.5986  0.110
H 1.8195 0.9902 1.6604  0.108
H 0.5022 0.0072 2.3227  0.105
H 0.6305 1.6467 -0.2211  0.095
H -0.4600 0.2752 -0.1993  0.007
H -1.1270 2.8344 0.8050  -0.032
H -0.6814 1.9499 2.2795  -0.013
H -4.3412 1.9784 1.3583  -0.125
H -3.1334 0.2304 -0.5775  -0.090
H -1.9592 -0.7568 3.1433  0.020
H -3.6765 -0.5282 3.4457  0.017
H -3.4646 -3.5929 0.9148  0.079
H -4.2416 -2.0231 0.5634  0.066
H -2.4840 -2.1930 0.4013  0.034
Cl -0.5503 -1.6151 -1.9605  0.604
C -1.0677 -1.8302 -3.6481  -0.649
C -2.5589 -1.6470 -3.7787  -0.663
Cl -3.4539 -2.9984 -3.0262  0.535
H -0.7504 -2.8158 -3.9837  0.042
H -0.5519 -1.0732 -4.2371  0.056
H -2.8388 -1.6262 -4.8315  0.062
H -2.8838 -0.7293 -3.2923  0.049
Cl -3.8904 1.1766 -6.7853  0.517
C -3.8879 2.4231 -5.5018  -0.652
C -2.5522 3.1064 -5.3761  -0.667
Cl -1.3153 2.0035 -4.7312  0.549
H -4.1664 1.9371 -4.5700  0.067
H -4.6498 3.1534 -5.7676  0.073
H -2.6409 3.9275 -4.6641  0.033
H -2.2013 3.4872 -6.3321  0.067
Cl 1.8114 -4.0971 -5.4152  0.554
C 2.8992 -5.0426 -4.3609  -0.650
C 2.2854 -5.3140 -3.0139  -0.650
Cl 2.1010 -3.8357 -2.0454  0.575
H 3.8256 -4.4816 -4.2675  0.069
H 3.0943 -5.9830 -4.8733  0.037
H 2.9351 -5.9872 -2.4550  0.060
H 1.3011 -5.7662 -3.1108  0.072
Cl -0.4118 -8.4830 -9.4490  0.525
C -0.5356 -6.9837 -8.4873  -0.661
C 0.8118 -6.3737 -8.2041  -0.664
Cl 1.7774 -7.3691 -7.0847  0.548
H -1.0599 -7.2256 -7.5666  0.070
H -1.1347 -6.2828 -9.0658  0.073
H 0.6817 -5.4059 -7.7228  0.034
H 1.3913 -6.2476 -9.1150  0.069
Cl -0.9422 4.5152 3.4719  0.578
C -1.8225 4.7474 5.0019  -0.675
C -1.8619 3.4758 5.8117  -0.666
Cl -2.8661 2.2142 5.0566  0.576
H -2.8253 5.0917 4.7595  0.070
H -1.3057 5.5258 5.5603  0.012
H -2.2930 3.6886 6.7900  0.067
H -0.8631 3.0663 5.9446  0.066
Cl -2.5649 3.3098 -1.7511  0.567
C -1.1238 4.3373 -1.6491  -0.654
C -1.4705 5.7807 -1.4016  -0.641
Cl -2.2657 6.5329 -2.8226  0.512
H -0.5569 4.2178 -2.5713  0.057
H -0.5303 3.9604 -0.8161  0.056
H -0.5648 6.3541 -1.2124  0.070
H -2.1460 5.8827 -0.5564  0.072
Cl 4.9066 -5.0377 -0.0486  0.528
C 4.3988 -3.5582 0.8209  -0.666
C 5.5960 -2.8136 1.3503  -0.636
Cl 6.4309 -3.7378 2.6389  0.534
H 3.7186 -3.8527 1.6149  0.067
H 3.8509 -2.9398 0.1137  0.032
H 5.2825 -1.8621 1.7780  0.073
H 6.3263 -2.6332 0.5658  0.065
Cl -1.3573 9.7590 3.7990  0.543
C -0.5661 10.1046 5.3563  -0.672
C -0.2436 8.8469 6.1220  -0.653
Cl -1.7146 8.0134 6.6886  0.560
H -1.2279 10.7518 5.9264  0.065
H 0.3566 10.6396 5.1372  0.071
H 0.3434 9.0965 7.0043  0.071
H 0.3141 8.1438 5.5076  0.070
Cl 3.3966 -0.5835 4.8080  0.555
C 4.0932 -2.1484 5.2857  -0.673
C 4.5560 -2.1504 6.7191  -0.662
Cl 5.9700 -1.0905 6.9805  0.520
H 4.9116 -2.3668 4.6055  0.017
H 3.3167 -2.9012 5.1550  0.078
H 4.8602 -3.1570 7.0015  0.070
H 3.7676 -1.8136 7.3873  0.065

Properties
- Total charge: -1
- HOMO energy: -4.4 eV
- Spin multiplicity: 1

***

[4]
ORCA calculation (ωB97M-V/def2-TZVPD) on C29H42BrN5NiOSi4 as an isolated structure in a non-equilibrium geometry.

Last column: Löwdin charge in e.
Geometry (Å):
Ni 1.7177 0.1348 0.2867  0.147
Br -6.5219 -2.1718 -0.2948  0.733
C -5.1018 -3.1808 -1.0398  -0.692
C -5.0291 -4.5413 -0.8129  -0.124
C -3.9588 -5.2613 -1.3259  -0.030
C -2.9421 -4.6291 -2.0363  -0.293
C -3.0650 -3.2590 -2.2974  -0.018
C -4.1386 -2.5391 -1.8020  -0.129
N -1.8775 -5.4570 -2.4766  0.045
N -0.8281 -5.0050 -3.0049  0.064
C -0.1231 -3.8992 -2.5451  -0.260
C 0.7490 -3.3426 -3.4705  -0.015
C 1.4113 -2.1416 -3.2567  -0.005
C 1.2989 -1.4587 -2.0429  -0.383
O 1.9088 -0.3698 -1.7804  -0.132
C 0.4970 -2.0972 -1.0048  -0.137
N 0.4908 -1.4735 0.2003  0.055
C -0.1292 -2.0362 1.2142  -0.120
C -0.7654 -3.2792 1.1043  -0.030
C -0.7960 -3.9086 -0.1083  0.014
C -0.1789 -3.3084 -1.2321  -0.089
H -5.8000 -5.0385 -0.2393  0.101
H -3.8882 -6.3303 -1.1652  0.114
H -2.3225 -2.7559 -2.9031  0.112
H -4.2199 -1.4795 -1.9953  0.079
H 0.8582 -3.8684 -4.4125  0.116
H 2.0526 -1.7130 -4.0153  0.113
H -0.1189 -1.4949 2.1531  0.110
H -1.2269 -3.7247 1.9750  0.114
H -1.2607 -4.8783 -0.2000  0.112
C -0.2267 1.1225 3.8444  -0.223
Si -0.0277 2.4394 2.5296  0.350
C 1.4087 3.5998 2.9138  -0.220
C -1.5455 3.5494 2.5889  -0.229
Si 0.0952 1.5767 0.3485  0.508
Si 1.2369 3.0844 -1.0680  0.371
C 3.0042 3.3488 -0.5123  -0.206
C 0.2971 4.6975 -0.8329  -0.215
C 1.1637 2.5948 -2.8617  -0.204
Si -2.0488 1.0696 -0.4771  0.367
C -1.9405 0.4032 -2.2232  -0.187
C -3.0726 2.6381 -0.5473  -0.207
C -2.9478 -0.1412 0.6304  -0.201
H -0.2140 1.5650 4.8451  0.035
H 0.5671 0.3692 3.7975  0.011
H -1.1821 0.6053 3.7155  0.023
H 1.5948 3.6614 3.9919  0.037
H 1.1599 4.6048 2.5624  0.030
H 2.3426 3.3071 2.4314  -0.009
H -1.5980 4.0983 3.5360  0.036
H -2.4691 2.9714 2.4892  0.018
H -1.5171 4.2823 1.7773  0.022
H 3.0374 3.8038 0.4804  0.012
H 3.5364 4.0075 -1.2061  0.035
H 3.5483 2.3995 -0.4652  0.016
H 0.3474 5.0369 0.2070  0.014
H -0.7570 4.5812 -1.0974  0.009
H 0.7121 5.4930 -1.4638  0.035
H 1.4526 1.5480 -2.9748  0.010
H 1.8400 3.2110 -3.4629  0.035
H 0.1507 2.7141 -3.2564  0.022
H -1.6251 1.1882 -2.9161  0.026
H -2.9081 0.0216 -2.5653  0.020
H -1.2119 -0.4084 -2.2994  0.016
H -2.5964 3.3976 -1.1732  0.015
H -3.2235 3.0718 0.4427  0.007
H -4.0601 2.4268 -0.9721  0.038
H -2.4886 -1.1321 0.6045  0.008
H -3.9923 -0.2493 0.3223  0.011
H -2.9448 0.2040 1.6703  0.027
N 4.2729 -1.2663 -0.0592  0.161
C 4.4008 -0.5805 1.1142  -0.352
C 5.6024 -0.6517 1.8398  -0.020
C 5.7106 0.0079 3.0365  -0.066
C 4.6232 0.7352 3.5170  -0.066
C 3.4865 0.7628 2.7517  -0.124
N 3.3538 0.1379 1.5685  0.064
H 5.0914 -1.6847 -0.4608  0.104
H 3.5269 -1.0300 -0.7060  0.060
H 6.4293 -1.2165 1.4285  0.112
H 6.6356 -0.0347 3.5979  0.111
H 4.6633 1.2623 4.4594  0.106
H 2.6143 1.3033 3.0869  0.069

Properties
- Total charge: 0
- HOMO energy (spin up / spin down): -6.9 / -6.9 eV
- Spin multiplicity: 1

***

[5]
ORCA calculation (ωB97M-V/def2-TZVPD) on an isolated ion of composition C5H10NO and charge +1 in a non-equilibrium geometry.

Last column: Löwdin charge in e.
Geometry (Å):
C 0.1504 -2.6259 -0.5281  0.121
C 0.5435 -0.9121 1.0875  0.006
C 0.2009 -0.2468 -1.0842  -0.027
C -0.6266 0.7644 -0.2559  -0.317
C -0.0285 2.0251 0.0976  0.004
N 0.2692 -1.4201 -0.1492  -0.246
O -1.8675 0.5527 -0.1265  0.192
H -0.1441 -3.1027 -1.4212  0.097
H 0.5996 -3.3251 0.2135  0.126
H 1.3439 -0.2667 1.1987  0.058
H 0.6174 -1.6906 1.8598  0.096
H -0.0200 -0.3792 -2.2309  0.190
H 1.2672 0.0850 -1.2311  0.152
H -0.6711 2.8334 0.0267  0.076
H 0.8890 2.1667 -0.5542  0.127
H 0.5049 2.1284 1.1446  0.167
H -2.1987 0.8079 0.7422  0.177

Properties
- Total charge: +1
- Energy relative to the best compared isomer or geometry (same formula, charge and spin): 509.5 kJ/mol
- HOMO energy (spin up / spin down): -12.2 / -12.2 eV
- Spin multiplicity: 1